# C22H38KN2Sb2Se4Si3

A molecular structure, C22H38KN2Sb2Se4Si3 (ωB97M-V/def2-TZVPD, OMol25).

Geometry as ORCA input:
```
! RIJCOSX wB97M-V def2-TZVPD def2/J DEFGRID3
* xyz -1 1
K -0.57 0.49 -2.95
C -1.05 2.16 2.04
Sb 0.65 0.91 1.65
C 1.15 1.57 -0.31
C 2.31 0.94 -0.95
C 3.54 0.78 -0.31
C 4.60 0.22 -1.01
C 4.41 -0.18 -2.32
C 3.16 0.00 -2.89
N 2.15 0.55 -2.23
Si 0.70 3.29 -0.93
C 1.75 3.71 -2.42
C 1.15 4.49 0.46
C -1.10 3.51 -1.40
C -0.49 -1.00 1.52
C -1.79 -0.80 0.77
C -2.89 -1.64 0.96
C -4.04 -1.46 0.21
C -4.08 -0.45 -0.73
C -2.95 0.34 -0.87
N -1.83 0.17 -0.16
Si -0.62 -1.47 3.37
C 1.07 -2.00 3.99
C -1.82 -2.85 3.83
C -1.19 -0.04 4.46
Si 0.47 -2.36 0.57
C -0.16 -4.07 1.03
C 0.20 -2.22 -1.27
C 2.32 -2.33 0.90
H -0.85 2.78 2.92
H -1.92 1.53 2.23
H -1.27 2.80 1.19
H 3.67 1.11 0.71
H 5.57 0.10 -0.53
H 5.21 -0.63 -2.90
H 2.95 -0.30 -3.91
H 2.82 3.60 -2.21
H 1.56 4.74 -2.71
H 1.51 3.07 -3.27
H 2.21 4.39 0.72
H 0.56 4.33 1.36
H 0.98 5.52 0.12
H -1.30 3.18 -2.43
H -1.31 4.59 -1.39
H -1.82 3.02 -0.76
H -2.83 -2.44 1.68
H -4.89 -2.12 0.35
H -4.94 -0.28 -1.36
H -2.95 1.12 -1.63
H 1.34 -3.00 3.65
H 1.03 -2.03 5.09
H 1.86 -1.31 3.70
H -1.77 -3.74 3.20
H -2.85 -2.50 3.85
H -1.56 -3.16 4.85
H -0.50 0.81 4.47
H -1.25 -0.43 5.48
H -2.18 0.32 4.18
H -1.23 -4.18 0.86
H 0.06 -4.35 2.07
H 0.35 -4.80 0.39
H -0.85 -2.16 -1.56
H 0.61 -3.11 -1.75
H 0.74 -1.37 -1.70
H 2.60 -2.96 1.75
H 2.71 -1.33 1.08
H 2.83 -2.72 0.01
Se -1.63 1.63 -8.44
Sb -1.93 0.31 -6.39
Se -3.46 -1.05 -7.75
Se 0.09 -0.87 -5.67
Se -3.01 1.59 -4.55
*
```

Calculated values
Strongest force on any atom: 0.2 eV/A
HOMO energy (spin up / spin down): -3.93 / -4.04 eV
LUMO energy (spin up / spin down): 1.75 / 0.61 eV
Energy relative to the best compared isomer or geometry (same formula, charge and spin): 0.0 kcal/mol
HOMO-LUMO gap (spin up / spin down): 5.683 / 4.643 eV

Atom charges from the Löwdin analysis, given in e for atoms 1 to 4: K 0.2570; C -0.3140; Sb 1.4182; C -0.3695

***

# C22H38N2O5S2SiW

A molecular structure, C22H38N2O5S2SiW (ωB97M-V/def2-TZVPD, OMol25).

Geometry as ORCA input:
```
! RIJCOSX wB97M-V def2-TZVPD def2/J DEFGRID3
* xyz 2 3
W 0.24 0.75 -1.46
C -1.83 0.95 1.35
C -0.76 -0.05 1.68
C -0.06 0.28 2.98
C -1.28 -1.47 1.64
O 0.27 0.05 0.56
Si 1.89 -0.54 0.64
S 2.11 -0.62 -1.50
O 1.88 -1.92 1.42
C 2.99 -2.74 1.95
C 4.17 -2.63 0.99
C 2.45 -4.16 2.01
C 3.33 -2.20 3.32
O 2.79 0.60 1.32
C 3.09 1.97 0.96
C 4.38 1.98 0.16
C 1.93 2.54 0.14
C 3.23 2.74 2.27
H -2.62 0.90 2.11
H -2.29 0.72 0.38
H -1.44 1.97 1.34
H -0.79 0.21 3.79
H 0.34 1.30 2.97
H 0.75 -0.41 3.21
H -2.05 -1.59 2.41
H -0.49 -2.19 1.84
H -1.73 -1.69 0.67
H 3.89 -2.99 0.00
H 5.00 -3.24 1.35
H 4.53 -1.60 0.92
H 2.18 -4.51 1.02
H 1.58 -4.20 2.66
H 3.22 -4.82 2.42
H 3.67 -1.16 3.26
H 4.13 -2.79 3.77
H 2.47 -2.26 3.98
H 4.27 1.41 -0.76
H 5.18 1.54 0.75
H 4.66 3.00 -0.09
H 1.94 2.00 -0.83
H 2.09 3.58 -0.13
H 0.99 2.46 0.69
H 4.02 2.30 2.87
H 2.30 2.71 2.84
H 3.48 3.78 2.07
C -2.39 -3.39 -3.62
N -2.80 -2.16 -2.91
C -4.24 -1.93 -2.67
C -1.92 -1.33 -2.50
N -1.12 -0.56 -2.12
H -2.72 -4.25 -3.05
H -1.31 -3.41 -3.73
H -2.86 -3.40 -4.60
H -4.62 -2.72 -2.03
H -4.76 -1.96 -3.63
H -4.40 -0.96 -2.21
O -5.91 2.98 -0.90
C -5.23 2.03 -1.55
O -5.67 0.93 -1.70
C -3.84 2.34 -2.03
C -2.90 2.91 -1.20
C -1.55 2.93 -1.59
C -1.18 2.40 -2.82
S 0.54 2.18 -3.22
C -2.16 1.91 -3.71
C -3.47 1.87 -3.30
H -5.51 3.86 -1.01
H -3.18 3.31 -0.24
H -0.81 3.45 -0.98
H -1.87 1.54 -4.68
H -4.24 1.46 -3.95
*
```

Calculated values
Strongest force on any atom: 0.4 eV/A
HOMO energy (spin up / spin down): -14.52 / -15.41 eV
LUMO energy (spin up / spin down): -7.75 / -7.56 eV
Energy relative to the best compared isomer or geometry (same formula, charge and spin): 0.0 kcal/mol
HOMO-LUMO gap (spin up / spin down): 6.764 / 7.848 eV

Atom charges from the Löwdin analysis, given in e for atoms 1 to 4: W 1.0613; C -0.0303; C -0.5574; C 0.0037

***

# C22H38N3O

A gas-phase ion, C22H38N3O (charge +1) (ωB97M-V/def2-TZVPD, OMol25).

Geometry as ORCA input:
```
! RIJCOSX wB97M-V def2-TZVPD def2/J DEFGRID3
* xyz 1 1
C 5.56 0.41 0.05
N 4.41 0.98 -0.67
C 4.83 1.40 -2.01
C 3.76 2.08 0.09
C 2.46 1.69 0.83
C 2.73 0.67 1.93
C 1.93 2.98 1.47
C 1.40 1.17 -0.19
N 1.07 -0.24 -0.08
C 1.81 -1.22 -0.56
O 2.93 -1.06 -1.07
C 1.21 -2.61 -0.45
C 0.05 -2.80 -1.44
C -1.19 -1.96 -1.07
N -1.17 -1.59 0.34
C -2.36 -0.88 0.80
C -3.69 -1.66 0.77
C -4.58 -1.31 -0.44
C -4.93 0.15 -0.47
C -4.33 1.01 -1.38
C -4.63 2.36 -1.38
C -5.54 2.87 -0.47
C -6.14 2.02 0.45
C -5.84 0.67 0.45
C -0.76 -2.72 1.16
C 0.75 -2.94 0.98
H 5.28 0.12 1.06
H 5.91 -0.47 -0.48
H 6.37 1.14 0.10
H 3.69 0.14 -0.82
H 3.97 1.75 -2.58
H 5.26 0.56 -2.54
H 5.57 2.20 -1.96
H 3.53 2.89 -0.61
H 4.48 2.48 0.82
H 3.10 -0.27 1.55
H 1.80 0.47 2.48
H 3.45 1.07 2.64
H 1.03 2.77 2.03
H 2.67 3.41 2.14
H 1.70 3.72 0.71
H 0.47 1.71 -0.03
H 1.73 1.37 -1.21
H 0.14 -0.54 0.28
H 2.01 -3.30 -0.75
H 0.37 -2.55 -2.45
H -0.21 -3.86 -1.43
H -1.23 -1.04 -1.66
H -2.09 -2.55 -1.31
H -2.46 0.02 0.19
H -2.15 -0.57 1.83
H -4.25 -1.42 1.68
H -3.50 -2.73 0.78
H -5.50 -1.90 -0.36
H -4.08 -1.59 -1.37
H -3.64 0.61 -2.11
H -4.17 3.01 -2.10
H -5.78 3.92 -0.47
H -6.86 2.41 1.16
H -6.32 0.01 1.15
H -0.98 -2.51 2.20
H -1.30 -3.63 0.88
H 0.98 -3.98 1.20
H 1.30 -2.33 1.69
*
```

Calculated values
Strongest force on any atom: 0.8 eV/A
HOMO energy: -11.03 eV
LUMO energy: -2.01 eV
Energy relative to the best compared isomer or geometry (same formula, charge and spin): 6.5 kcal/mol
HOMO-LUMO gap: 9.028 eV

Atom charges from the Löwdin analysis, given in e for atoms 1 to 4: C -0.0082; N -0.2206; C -0.0112; C -0.1040

***

# C22H39N4O2PSSiV

A molecular structure, C22H39N4O2PSSiV (ωB97M-V/def2-TZVPD, OMol25).

Geometry as ORCA input:
```
! RIJCOSX wB97M-V def2-TZVPD def2/J DEFGRID3
* xyz 3 1
V 0.78 0.30 0.39
C -0.34 -1.18 5.44
Si 1.40 -0.61 5.76
C 2.45 -1.94 6.50
C 1.45 1.00 6.67
C 2.24 -0.21 4.05
C 3.61 0.11 4.02
C 4.30 0.41 2.84
C 3.61 0.40 1.64
N 2.30 0.07 1.63
C 1.66 -0.21 2.80
S 0.00 -0.57 2.29
H -0.78 -1.45 6.41
H -0.39 -2.09 4.83
H -0.98 -0.41 5.01
H 2.05 -2.21 7.48
H 3.48 -1.61 6.67
H 2.47 -2.84 5.90
H 1.04 0.87 7.67
H 0.87 1.77 6.17
H 2.47 1.36 6.80
H 4.17 0.12 4.95
H 5.35 0.64 2.85
H 4.09 0.60 0.70
O 0.08 1.83 0.07
P 0.43 3.29 -0.67
N 1.88 2.94 -1.30
C 2.22 1.60 -1.78
C 3.57 1.78 -2.47
C 4.18 2.98 -1.76
C 2.99 3.91 -1.55
N 0.51 4.38 0.48
C -0.19 5.71 0.49
C 0.11 6.23 1.89
C 1.49 5.65 2.21
C 1.39 4.23 1.67
N -0.72 3.50 -1.75
C -2.18 3.46 -1.47
C -2.79 3.56 -2.87
C -1.80 4.45 -3.62
C -0.44 3.93 -3.17
H 1.45 1.16 -2.42
H 2.38 0.91 -0.90
H 3.39 2.01 -3.52
H 4.18 0.88 -2.44
H 4.96 3.46 -2.35
H 4.62 2.69 -0.80
H 2.78 4.50 -2.44
H 3.10 4.58 -0.70
H -1.25 5.59 0.31
H 0.24 6.35 -0.28
H -0.63 5.86 2.60
H 0.09 7.32 1.92
H 1.72 5.67 3.27
H 2.27 6.20 1.68
H 0.91 3.56 2.39
H 2.36 3.81 1.39
H -2.48 4.31 -0.86
H -2.44 2.54 -0.95
H -3.80 3.97 -2.84
H -2.84 2.57 -3.33
H -1.92 5.49 -3.33
H -1.91 4.39 -4.70
H 0.34 4.69 -3.20
H -0.13 3.06 -3.75
C -1.67 -1.93 -0.08
C -0.44 -1.14 -0.12
O 0.49 -1.07 -0.91
H -1.63 -2.72 -0.83
H -2.50 -1.24 -0.29
H -1.84 -2.34 0.92
*
```

Calculated values
Strongest force on any atom: 0.4 eV/A
HOMO energy: -17.87 eV
LUMO energy: -11.43 eV
Energy relative to the best compared isomer or geometry (same formula, charge and spin): 0.0 kcal/mol
HOMO-LUMO gap: 6.439 eV

Atom charges from the Löwdin analysis, given in e for atoms 1 to 4: V 0.8185; C -0.1944; Si 0.5331; C -0.1520

***

# C22H39NO3

C22H39NO3 in the gas phase (ωB97M-V/def2-TZVPD, OMol25).

Geometry as ORCA input:
```
! RIJCOSX wB97M-V def2-TZVPD def2/J DEFGRID3
* xyz 0 1
C -4.42 -3.76 -1.02
C -3.29 -2.99 -0.35
C -3.58 -1.49 -0.21
C -4.72 -1.18 0.75
C -4.88 0.33 0.97
C -3.69 0.91 1.67
C -2.91 1.90 1.26
C -3.03 2.68 -0.02
C -2.08 2.11 -1.04
C -0.97 2.67 -1.50
C -0.41 4.01 -1.13
C 0.65 3.91 -0.03
C 1.88 3.12 -0.47
C 2.94 3.04 0.63
C 4.04 2.03 0.31
C 3.56 0.60 0.49
C 4.59 -0.45 0.08
C 4.01 -1.83 0.33
O 4.29 -2.50 1.30
N 3.14 -2.24 -0.62
C 2.38 -3.45 -0.48
C 0.87 -3.20 -0.53
C 0.42 -2.13 0.47
C 0.29 -0.77 -0.16
O 0.70 -0.46 -1.25
O -0.35 0.09 0.63
H -5.32 -3.74 -0.41
H -4.13 -4.79 -1.17
H -4.65 -3.32 -1.99
H -3.10 -3.41 0.64
H -2.38 -3.11 -0.94
H -2.68 -0.99 0.17
H -3.81 -1.08 -1.19
H -4.54 -1.66 1.71
H -5.66 -1.58 0.35
H -5.77 0.50 1.59
H -5.05 0.81 0.00
H -3.47 0.43 2.61
H -2.08 2.19 1.88
H -2.81 3.73 0.18
H -4.05 2.61 -0.42
H -2.36 1.13 -1.40
H -0.38 2.11 -2.22
H 0.03 4.46 -2.01
H -1.21 4.67 -0.78
H 0.96 4.92 0.25
H 0.21 3.45 0.86
H 1.57 2.11 -0.75
H 2.31 3.58 -1.36
H 2.47 2.76 1.57
H 3.38 4.03 0.76
H 4.38 2.18 -0.72
H 4.90 2.21 0.96
H 2.66 0.44 -0.10
H 3.30 0.44 1.54
H 5.50 -0.34 0.68
H 4.85 -0.33 -0.98
H 2.86 -1.61 -1.36
H 2.66 -3.89 0.48
H 2.65 -4.16 -1.28
H 0.60 -2.87 -1.54
H 0.35 -4.14 -0.33
H 1.14 -2.05 1.29
H -0.55 -2.38 0.91
H -0.49 0.95 0.19
*
```

Calculated values
Strongest force on any atom: 0.6 eV/A
HOMO energy: -9.25 eV
LUMO energy: 0.89 eV
Energy relative to the best compared isomer or geometry (same formula, charge and spin): 0.0 kcal/mol
HOMO-LUMO gap: 10.140 eV

Atom charges from the Löwdin analysis, given in e for atoms 1 to 4: C -0.1096; C -0.2703; C -0.2232; C -0.2079

***

# C22H39O15

7 unconnected molecules or ions with the total composition C22H39O15 at a distorted geometry (ωB97M-V/def2-TZVPD, OMol25).

Geometry as ORCA input:
```
! RIJCOSX wB97M-V def2-TZVPD def2/J DEFGRID3
* xyz -3 1
C -0.66 1.93 5.18
C 0.40 1.69 6.26
O 0.83 0.41 6.33
H -1.51 1.26 5.29
H -0.42 2.02 4.12
H -1.13 2.92 5.41
H -0.03 1.94 7.27
H 1.25 2.42 6.11
C 2.26 0.06 -1.78
C 2.90 -0.22 -3.15
O 3.46 -1.43 -3.31
H 1.86 1.09 -1.77
H 2.96 -0.13 -0.96
H 1.49 -0.65 -1.49
H 3.70 0.58 -3.29
H 2.12 0.02 -3.95
C 0.17 0.73 1.37
C 0.02 -0.82 1.32
O 1.14 -1.52 1.47
H -0.82 1.12 1.67
H 0.34 1.17 0.37
H 0.92 1.03 2.09
H -0.56 -1.20 0.42
H -0.64 -1.03 2.21
C 5.84 4.26 0.96
C 4.63 4.48 1.87
C 3.29 4.12 1.26
O 3.01 2.83 1.78
C 3.92 2.52 2.73
O 4.01 1.54 3.37
O 4.67 3.67 3.03
H 6.72 3.97 1.55
H 6.10 5.23 0.52
H 5.70 3.56 0.13
H 4.61 5.55 2.12
H 3.29 4.07 0.17
H 2.55 4.82 1.65
C -2.64 2.55 -0.13
C -2.50 2.02 -1.52
C -3.57 0.96 -1.93
O -3.76 1.27 -3.31
C -3.23 2.49 -3.61
O -3.13 2.88 -4.72
O -2.81 3.07 -2.48
H -2.15 3.52 -0.05
H -2.20 1.86 0.61
H -3.65 2.51 0.30
H -1.56 1.54 -1.77
H -4.48 1.11 -1.35
H -3.12 -0.02 -1.79
C -2.44 -3.24 2.82
C -1.99 -4.63 2.35
C -2.71 -5.07 1.07
O -1.69 -5.44 0.16
C -0.48 -5.07 0.69
O 0.56 -5.20 0.16
O -0.63 -4.61 1.95
H -2.31 -3.14 3.89
H -3.50 -3.13 2.58
H -1.91 -2.48 2.24
H -2.13 -5.35 3.16
H -3.33 -4.30 0.60
H -3.41 -5.88 1.31
C -1.31 -3.30 -5.91
C -0.66 -2.24 -5.08
C -1.64 -1.52 -4.14
O -1.50 -2.20 -2.89
C -0.23 -2.72 -2.86
O 0.43 -2.96 -1.93
O 0.22 -2.83 -4.14
H -0.62 -3.96 -6.45
H -1.97 -2.89 -6.69
H -1.98 -3.94 -5.33
H -0.13 -1.48 -5.66
H -2.70 -1.71 -4.33
H -1.54 -0.44 -4.16
*
```

Calculated values
Strongest force on any atom: 2.4 eV/A
HOMO energy: 2.51 eV
LUMO energy: 5.58 eV
HOMO-LUMO gap: 3.071 eV

Atom charges from the Löwdin analysis, given in e for atoms 1 to 4: C -0.1595; C -0.6385; O -0.3979; H 0.0441

***

# C22H40AgF4NO8

A molecular structure, C22H40AgF4NO8 at a distorted geometry (ωB97M-V/def2-TZVPD, OMol25).

Geometry as ORCA input:
```
! RIJCOSX wB97M-V def2-TZVPD def2/J DEFGRID3
* xyz 0 1
Ag -0.34 0.02 1.20
C -1.37 7.13 -0.68
O -0.39 8.14 -0.44
O -0.92 6.25 0.33
C -2.92 7.60 -0.68
F -3.78 6.59 -0.62
F -3.16 8.45 0.38
F -3.14 8.27 -1.82
C 0.12 8.91 -1.53
C 0.52 10.19 -0.92
H -0.18 10.61 -0.20
H 1.41 10.09 -0.29
H 0.73 11.00 -1.61
H -0.62 8.95 -2.32
H 1.01 8.43 -1.95
H -1.19 6.71 -1.67
C 2.15 -4.62 -1.96
C 3.61 -4.25 -2.35
C 3.73 -4.38 -3.88
C 4.76 -3.49 -4.58
C 4.64 -2.08 -4.16
C 4.82 -1.90 -2.65
N 3.85 -2.82 -1.98
O 3.86 -2.70 -0.59
C 6.22 -2.20 -2.20
C 4.38 -0.45 -2.38
C 4.63 -5.27 -1.66
H 1.43 -3.92 -2.39
H 2.03 -4.52 -0.88
H 2.03 -5.65 -2.29
H 3.92 -5.41 -4.18
H 2.78 -4.13 -4.37
H 4.56 -3.55 -5.65
H 5.76 -3.87 -4.37
H 3.73 -1.61 -4.52
H 5.50 -1.59 -4.63
H 6.86 -1.44 -2.65
H 6.34 -2.06 -1.13
H 6.58 -3.19 -2.46
H 3.36 -0.33 -2.73
H 4.45 -0.15 -1.34
H 5.15 0.05 -2.96
H 4.70 -5.04 -0.59
H 5.63 -5.20 -2.07
H 4.44 -6.33 -1.79
H 4.73 -3.06 -0.40
C -5.35 0.31 -4.21
C -3.83 0.00 -4.58
O -2.95 0.06 -3.75
C -3.56 -0.44 -5.99
H -5.59 1.37 -4.36
H -5.42 0.14 -3.13
H -6.04 -0.18 -4.89
H -2.52 -0.77 -6.00
H -3.58 0.33 -6.76
H -4.19 -1.29 -6.27
C -8.23 -2.28 3.10
C -7.03 -1.77 3.86
O -6.08 -1.32 3.29
C -7.17 -1.72 5.39
H -8.98 -1.48 3.08
H -8.64 -3.20 3.51
H -7.93 -2.37 2.06
H -6.74 -2.58 5.89
H -8.22 -1.59 5.68
H -6.59 -0.90 5.80
C 0.01 -0.52 10.71
C 0.72 -1.89 10.66
O 0.81 -2.06 9.29
C -0.06 -1.29 8.62
O -0.39 -1.39 7.42
O -0.67 -0.55 9.43
F -0.04 -2.88 11.18
H 0.81 0.21 10.81
H -0.61 -0.39 11.60
H 1.65 -1.73 11.22
*
```

Calculated values
Strongest force on any atom: 6.0 eV/A
HOMO energy: -5.91 eV
LUMO energy: -3.67 eV
Energy relative to the best compared isomer or geometry (same formula, charge and spin): 150.2 kcal/mol
HOMO-LUMO gap: 2.241 eV

Atom charges from the Löwdin analysis, given in e for atoms 1 to 4: Ag 0.6419; C -0.3971; O -0.1122; O -0.1682